*P*
The following is a DFT calculation (ωB97M-V with the def2-TZVPD basis set) of a single C18H22N4O4S molecule.

Last column: natural (NBO) charge in e.
Geometry (Å):
C (1.4477, 1.4225, 3.2267)  -0.373
C (0.6113, 2.2908, 2.6927)  -0.193
C (-0.4771, 1.9725, 1.7061)  -0.254
N (-0.3456, 0.6742, 1.1014)  -0.366
C (-1.2405, -0.3501, 1.2024)  0.195
S (-2.7877, -0.1780, 1.9709)  0.283
C (-3.3629, -1.9051, 1.9561)  -0.602
C (-3.9811, -2.2833, 0.6129)  0.664
O (-5.1805, -2.2905, 0.4371)  -0.624
N (-3.0691, -2.6466, -0.3076)  -0.630
C (-3.4524, -2.9028, -1.6685)  -0.335
C (-3.1948, -1.7310, -2.6069)  0.791
O (-3.2501, -1.8110, -3.8049)  -0.598
O (-2.9108, -0.6176, -1.9352)  -0.512
C (-2.6832, 0.5669, -2.7018)  -0.074
C (-1.7640, 1.4860, -1.9188)  -0.627
N (-0.7651, -1.4324, 0.6395)  -0.368
N (0.4529, -1.1406, 0.1645)  -0.269
C (0.7169, 0.1126, 0.4282)  0.317
C (1.9663, 0.7582, 0.0578)  -0.067
C (2.0424, 2.0869, -0.3400)  -0.225
C (3.2706, 2.6230, -0.6902)  -0.186
C (4.4129, 1.8530, -0.6513)  -0.272
C (4.3423, 0.5085, -0.2753)  0.392
O (5.5158, -0.1724, -0.2840)  -0.506
C (5.5042, -1.5391, 0.0576)  -0.255
C (3.1147, -0.0331, 0.0779)  -0.298
H (2.1943, 1.7281, 3.9376)  0.211
H (1.4324, 0.3736, 2.9814)  0.198
H (0.6499, 3.3351, 2.9685)  0.210
H (-1.4445, 1.9905, 2.2232)  0.239
H (-0.5088, 2.7439, 0.9293)  0.217
H (-4.1272, -1.9513, 2.7311)  0.258
H (-2.5112, -2.5350, 2.2056)  0.251
H (-2.0828, -2.4537, -0.1106)  0.441
H (-4.5309, -3.1008, -1.6807)  0.263
H (-2.9296, -3.7794, -2.0608)  0.229
H (-3.6515, 1.0454, -2.8851)  0.185
H (-2.2445, 0.2843, -3.6645)  0.206
H (-0.8040, 1.0019, -1.7532)  0.213
H (-2.2157, 1.7257, -0.9590)  0.205
H (-1.6048, 2.4037, -2.4782)  0.218
H (1.1569, 2.6973, -0.4106)  0.205
H (3.3331, 3.6552, -1.0003)  0.217
H (5.3744, 2.2615, -0.9177)  0.226
H (5.1714, -1.6915, 1.0890)  0.177
H (6.5350, -1.8750, -0.0416)  0.202
H (4.8668, -2.1159, -0.6192)  0.182
H (3.0081, -1.0652, 0.3680)  0.239

HOMO level	-8.51	eV
SMILES string	C=CCn1c(SCC(=O)NCC(=O)OCC)nnc1-c1cccc(OC)c1
2S+1	1
E_LUMO	0.5	eV
frontier orbital gap	8.97	eV

*Q*
The following is a DFT calculation (ωB97M-V with the def2-TZVPD basis set) of a single C18H22N4O4S molecule.

Last column: natural (NBO) charge in e.
Geometry (Å):
C (-2.4905, -3.2183, 1.5420)  -0.621
C (-1.2079, -2.6130, 1.0115)  -0.493
S (-0.9964, -0.9242, 1.6835)  0.271
C (0.5766, -0.5877, 1.0632)  0.255
N (1.3877, -1.5119, 0.5664)  -0.534
C (2.5134, -0.8437, 0.2479)  0.383
C (2.3915, 0.5084, 0.5518)  -0.123
C (3.4561, 1.4277, 0.3206)  0.664
O (3.4898, 2.6302, 0.5280)  -0.660
N (4.5541, 0.7671, -0.2205)  -0.630
C (4.7253, -0.5697, -0.5384)  0.791
O (5.7621, -0.9785, -1.0054)  -0.622
N (3.6406, -1.3823, -0.2889)  -0.413
C (3.7064, -2.7978, -0.5767)  -0.413
N (1.1212, 0.6495, 1.0850)  -0.319
C (0.4937, 1.8894, 1.4507)  -0.255
C (0.4014, 2.8509, 0.2346)  0.069
O (1.0948, 4.0424, 0.4557)  -0.733
C (-1.0583, 3.2528, -0.0646)  -0.079
O (-2.0127, 2.2413, 0.1277)  -0.520
C (-2.1285, 1.2066, -0.7592)  0.376
C (-1.3072, 0.9946, -1.8566)  -0.328
C (-1.4934, -0.1179, -2.6631)  -0.190
C (-2.5037, -1.0173, -2.3888)  -0.248
C (-3.3457, -0.7876, -1.3113)  -0.202
C (-3.1786, 0.3122, -0.4902)  -0.068
C (-4.0823, 0.5731, 0.6733)  -0.633
H (-2.4623, -3.2896, 2.6267)  0.214
H (-2.6199, -4.2162, 1.1294)  0.224
H (-3.3435, -2.6080, 1.2567)  0.211
H (-1.2298, -2.5105, -0.0727)  0.230
H (-0.3279, -3.1793, 1.3096)  0.237
H (5.3639, 1.3472, -0.4123)  0.433
H (2.9183, -3.0659, -1.2796)  0.212
H (4.6848, -3.0036, -1.0059)  0.249
H (3.5691, -3.3673, 0.3423)  0.211
H (-0.5023, 1.6615, 1.8373)  0.236
H (1.0812, 2.3793, 2.2329)  0.232
H (0.8283, 2.3237, -0.6337)  0.164
H (2.0434, 3.8243, 0.5379)  0.511
H (-1.3268, 4.0361, 0.6495)  0.209
H (-1.1142, 3.6730, -1.0753)  0.188
H (-0.5230, 1.6921, -2.1041)  0.218
H (-0.8397, -0.2727, -3.5087)  0.214
H (-2.6459, -1.8865, -3.0132)  0.214
H (-4.1529, -1.4771, -1.1078)  0.209
H (-4.4611, 1.5922, 0.6286)  0.228
H (-3.5303, 0.4713, 1.6068)  0.223
H (-4.9189, -0.1208, 0.6774)  0.211

HOMO level	-8.12	eV
SMILES string	CCSc1nc2c(c(=O)[nH]c(=O)n2C)n1C[C@H](O)COc1ccccc1C
2S+1	1
E_LUMO	0.5	eV
frontier orbital gap	8.64	eV

*Q* comes first in stability; the runner-up is 212.5 kJ/mol higher.

*P*
The following is a DFT calculation (ωB97M-V with the def2-TZVPD basis set) of a single C6H11N molecule.

Last column: natural (NBO) charge in e.
Geometry (Å):
C (0.9680, 2.6832, -1.1455)  -0.649
C (0.3118, 1.3987, -1.5852)  -0.180
C (0.7484, 0.2105, -1.1589)  -0.171
C (-0.1262, -0.9561, -0.8070)  -0.467
C (-0.1082, -1.1057, 0.7043)  -0.268
C (-0.9313, -1.9187, 1.3688)  -0.005
N (-1.0153, -1.9444, 2.7783)  -0.809
H (2.0353, 2.6687, -1.3949)  0.217
H (0.8638, 2.8719, -0.0831)  0.216
H (0.5165, 3.5282, -1.6730)  0.211
H (-0.5824, 1.4359, -2.2000)  0.189
H (1.7506, 0.2521, -0.7389)  0.183
H (0.3211, -1.8405, -1.2790)  0.208
H (-1.1624, -0.9283, -1.1281)  0.219
H (0.5119, -0.4498, 1.3103)  0.188
H (-1.4007, -2.7127, 0.8004)  0.187
H (-1.9666, -2.1366, 3.0613)  0.367
H (-0.7344, -1.0563, 3.1703)  0.366

HOMO level	-8.08	eV
SMILES string	C/C=C/C/C=C/N
2S+1	1
E_LUMO	1.2	eV
frontier orbital gap	9.28	eV

*Q*
The following is a DFT calculation (ωB97M-V with the def2-TZVPD basis set) of a single C6H11N molecule.

Last column: natural (NBO) charge in e.
Geometry (Å):
C (1.8470, -0.8608, 1.3666)  -0.529
C (0.6682, -0.4038, 0.9659)  0.143
C (0.6577, 0.5428, -0.2163)  -0.186
C (-0.0944, 0.3959, -1.3205)  -0.198
C (-0.0456, 1.4518, -2.3463)  -0.652
N (-0.5504, -0.6011, 1.6454)  -0.615
C (-1.8619, -0.8727, 1.0042)  -0.416
H (2.7159, -1.0164, 0.7280)  0.212
H (2.1526, -1.1340, 2.4778)  0.191
H (1.3242, 1.4094, -0.1884)  0.211
H (-0.0870, -0.5744, -1.8343)  0.208
H (0.6090, 1.3310, -3.1828)  0.219
H (0.3437, 2.3561, -1.7853)  0.197
H (-0.9979, 1.9202, -2.6514)  0.223
H (-0.2439, -1.2190, 2.3992)  0.373
H (-2.2077, -1.2986, 1.9346)  0.217
H (-2.4028, 0.0902, 0.8966)  0.205
H (-1.8269, -1.5166, 0.1069)  0.197

HOMO level	-7.81	eV
SMILES string	C=C(/C=C/C)NC
2S+1	1
E_LUMO	0.9	eV
frontier orbital gap	8.69	eV

*R*
The following is a DFT calculation (ωB97M-V with the def2-TZVPD basis set) of a single C6H11N molecule.

Last column: natural (NBO) charge in e.
Geometry (Å):
C (0.0583, 0.6663, -2.4892)  -0.410
N (0.8104, 0.0542, -1.3983)  -0.344
C (0.5421, 0.6117, -0.0849)  -0.067
C (0.9639, 0.4510, 1.3690)  -0.404
C (-0.3318, -0.3642, 1.8426)  -0.407
C (-1.0414, -0.9110, 0.5265)  -0.407
C (0.1509, -0.8088, -0.4201)  -0.125
H (0.6387, 1.4905, -2.9018)  0.202
H (-0.0662, -0.0874, -3.2897)  0.206
H (-0.9198, 1.0482, -2.2013)  0.170
H (-0.3416, 1.2835, -0.1115)  0.155
H (1.8615, -0.1549, 1.4985)  0.213
H (1.1002, 1.3836, 1.9200)  0.209
H (-0.0294, -1.1993, 2.4975)  0.207
H (-0.9919, 0.2770, 2.4263)  0.207
H (-1.3991, -1.9301, 0.6580)  0.210
H (-1.8787, -0.2514, 0.2540)  0.207
H (0.8741, -1.5590, -0.0955)  0.179

HOMO level	-8.30	eV
SMILES string	CN1[C@@H]2CCC[C@H]21
2S+1	1
E_LUMO	1.2	eV
frontier orbital gap	9.49	eV

*S*
The following is a DFT calculation (ωB97M-V with the def2-TZVPD basis set) of a single C6H11N molecule.

Last column: natural (NBO) charge in e.
Geometry (Å):
C (-2.5851, 1.2004, -2.3754)  -0.672
C (-1.2991, 0.9488, -1.7495)  -0.167
C (-0.8829, -0.1676, -1.0651)  -0.206
C (0.4094, -0.2037, -0.4370)  -0.341
C (0.6117, -0.4557, 0.8811)  0.032
N (1.9230, -0.5810, 1.4327)  -0.654
C (2.1718, -1.0374, 2.8720)  -0.406
H (-2.6103, 0.6060, -3.3455)  0.219
H (-3.5748, 0.9928, -1.8833)  0.231
H (-2.5563, 2.2123, -2.8296)  0.219
H (-0.6423, 1.8141, -1.5909)  0.189
H (-1.3867, -1.0290, -1.1673)  0.187
H (1.2721, -0.2830, -1.0637)  0.205
H (-0.2041, -0.5378, 1.6627)  0.185
H (2.6692, 0.0812, 1.0130)  0.389
H (1.4367, -1.6593, 3.2314)  0.197
H (2.1124, -0.2387, 3.6093)  0.186
H (3.1354, -1.6624, 2.8052)  0.209

HOMO level	-7.56	eV
SMILES string	C/C=C/C=C/NC
2S+1	1
E_LUMO	1.2	eV
frontier orbital gap	8.71	eV

*P* comes first in stability; the runner-up is 91.3 kJ/mol higher.

*P*
The following is a DFT calculation (ωB97M-V with the def2-TZVPD basis set) of a single C6H11N molecule.

Last column: natural (NBO) charge in e.
Geometry (Å):
C (1.8557, -0.6008, 0.1263)  -0.609
C (0.5447, 0.1053, 0.4733)  -0.200
C (0.5209, 1.5458, -0.0769)  -0.625
C (-0.6593, -0.7413, -0.0055)  -0.321
C (-2.0123, -0.1891, 0.4590)  -0.591
C (-0.6394, -0.8691, -1.4747)  0.291
N (-0.6090, -0.9301, -2.6304)  -0.336
H (1.8870, -1.6193, 0.5306)  0.207
H (2.7133, -0.0522, 0.5275)  0.216
H (1.9760, -0.6638, -0.9619)  0.218
H (0.4459, 0.1397, 1.5665)  0.204
H (1.4079, 1.7463, -0.6883)  0.218
H (0.5030, 2.2901, 0.7253)  0.218
H (-0.3475, 1.7362, -0.7158)  0.214
H (-0.5365, -1.7534, 0.4044)  0.242
H (-2.8368, -0.8371, 0.1466)  0.224
H (-2.0249, -0.1139, 1.5515)  0.214
H (-2.1887, 0.8067, 0.0425)  0.216

HOMO level	-11.35	eV
SMILES string	CC(C)[C@@H](C)C#N
2S+1	1
E_LUMO	0.9	eV
frontier orbital gap	12.27	eV

*Q*
The following is a DFT calculation (ωB97M-V with the def2-TZVPD basis set) of a single C6H11N molecule.

Last column: natural (NBO) charge in e.
Geometry (Å):
C (1.2462, -0.1329, 2.2357)  -0.613
C (0.2776, 0.6212, 1.3212)  -0.377
C (-0.0507, -0.1401, 0.0344)  -0.325
C (1.1521, -0.6602, -0.6181)  0.286
N (1.9445, -1.3901, -1.0347)  -0.330
C (-0.9772, 0.5802, -0.9481)  -0.378
C (-1.2066, -0.2040, -2.2424)  -0.613
H (1.3885, 0.4117, 3.1735)  0.217
H (2.2296, -0.2574, 1.7687)  0.220
H (0.8756, -1.1360, 2.4826)  0.207
H (-0.6754, 0.7826, 1.8396)  0.208
H (0.6920, 1.6039, 1.0617)  0.205
H (-0.5360, -1.0824, 0.3197)  0.236
H (-1.9308, 0.7269, -0.4264)  0.208
H (-0.5608, 1.5697, -1.1763)  0.205
H (-1.5803, -1.2168, -2.0443)  0.207
H (-1.9393, 0.3058, -2.8745)  0.217
H (-0.2816, -0.3086, -2.8203)  0.219

HOMO level	-11.26	eV
SMILES string	CCC(C#N)CC
2S+1	1
E_LUMO	0.9	eV
frontier orbital gap	12.16	eV

*R*
The following is a DFT calculation (ωB97M-V with the def2-TZVPD basis set) of a molecular structure, C6H11N.

Last column: natural (NBO) charge in e.
Geometry (Å):
C (-0.2938, 1.6050, -1.3721)  -0.613
C (0.6755, 0.4908, -1.0116)  -0.412
C (0.2742, -0.3213, 0.2632)  -0.063
C (1.4047, -1.3388, 0.5590)  -0.621
C (-1.6198, -0.8772, 0.6365)  -0.555
C (0.0260, 0.5496, 1.4002)  0.247
N (-0.5188, 1.0606, 2.2859)  -0.337
H (-1.2956, 1.1836, -1.4812)  0.208
H (-0.0192, 2.0974, -2.3113)  0.218
H (-0.3198, 2.3695, -0.5873)  0.217
H (1.6837, 0.9321, -0.8738)  0.213
H (0.8011, -0.2042, -1.8504)  0.212
H (2.4032, -0.8624, 0.5629)  0.221
H (1.2881, -1.8196, 1.5323)  0.224
H (1.4460, -2.1054, -0.2193)  0.221
H (-1.4107, -1.2110, 1.6501)  0.205
H (-2.0530, 0.1184, 0.5708)  0.206
H (-2.4155, -1.5663, 0.2632)  0.212

HOMO level	-10.43	eV
2S+1	1
E_LUMO	0.8	eV
frontier orbital gap	11.26	eV

*S*
The following is a DFT calculation (ωB97M-V with the def2-TZVPD basis set) of a single C6H11N molecule.

Last column: natural (NBO) charge in e.
Geometry (Å):
C (-3.5535, -0.2487, 0.3553)  -0.645
C (-2.2327, -0.4032, -0.3712)  -0.176
C (-1.2576, 0.5104, -0.2062)  -0.194
C (0.0811, 0.2888, -0.8398)  -0.361
C (1.1403, -0.0683, -0.0883)  0.046
N (2.4424, -0.3431, -0.4638)  -0.602
C (3.4647, -0.0949, 0.5408)  -0.407
H (-3.8000, -0.9938, 1.1148)  0.217
H (-3.4295, 0.6893, 0.9190)  0.200
H (-4.3837, -0.0981, -0.3283)  0.210
H (-2.3532, -0.8313, -1.3544)  0.199
H (-1.4115, 1.3513, 0.4694)  0.191
H (0.3698, 0.8708, -1.7253)  0.195
H (0.9460, -0.4076, 0.9371)  0.175
H (2.6962, -0.0412, -1.3925)  0.374
H (4.2478, -0.8519, 0.4277)  0.194
H (3.0455, -0.1963, 1.5400)  0.203
H (3.9881, 0.8678, 0.4659)  0.182

HOMO level	-7.94	eV
SMILES string	C/C=C/C=C/NC
2S+1	1
E_LUMO	1.1	eV
frontier orbital gap	9.09	eV

*P* comes first in stability; the runner-up is 7.7 kJ/mol higher.